[1]
This record from OMol25 describes a cluster of 6 separate species, C40H82IN2O10 in total. The level of theory is wB97M-V/def2-TZVPD.

```
135
Properties=species:S:1:pos:R:3:lowdin_charge:R:1
C 8.01 -0.04 -1.43 -0.160
C 7.57 1.33 -0.62 -0.262
C 6.72 2.41 -1.55 -0.230
C 5.62 3.12 -0.55 -0.227
C 4.70 4.24 -1.37 -0.193
C 3.46 4.63 -0.32 -0.222
C 2.26 5.44 -1.09 -0.185
C 0.77 4.71 -0.91 -0.160
C 0.80 3.25 -1.66 -0.121
N -0.47 2.41 -1.43 -0.264
C -0.31 1.22 -2.39 -0.125
C -1.38 0.01 -2.15 -0.142
C -1.03 -1.33 -3.09 -0.347
C 0.54 -1.81 -2.96 -0.104
C -1.93 -2.56 -2.39 -0.114
C -1.66 3.20 -1.94 -0.104
C -2.59 3.91 -0.80 -0.280
C -2.50 5.52 -0.37 -0.081
N -3.57 3.17 -0.13 0.099
C -0.54 2.01 0.03 -0.186
C 0.70 1.03 0.53 -0.637
C 1.56 1.88 1.68 -0.169
I -0.03 -0.77 1.63 0.961
H 7.10 -0.77 -1.59 0.074
H 8.79 -0.59 -0.73 0.081
H 8.55 0.17 -2.46 0.081
H 8.56 1.81 -0.19 0.113
H 6.84 1.01 0.25 0.104
H 7.51 3.19 -1.95 0.116
H 6.20 1.91 -2.48 0.112
H 6.22 3.60 0.34 0.126
H 4.91 2.26 -0.12 0.111
H 4.19 3.71 -2.29 0.110
H 5.30 5.21 -1.65 0.123
H 3.08 3.61 0.10 0.065
H 3.86 5.25 0.59 0.125
H 2.54 5.64 -2.21 0.119
H 2.15 6.48 -0.51 0.125
H 0.03 5.40 -1.52 0.105
H 0.58 4.69 0.24 0.108
H 0.79 3.48 -2.83 0.167
H 1.78 2.66 -1.45 0.140
H 0.82 0.90 -2.39 0.131
H -0.52 1.66 -3.48 0.169
H -2.44 0.37 -2.54 0.131
H -1.46 -0.39 -1.06 0.066
H -1.43 -1.23 -4.18 0.136
H 1.18 -1.18 -3.73 0.085
H 0.72 -2.94 -3.23 0.085
H 0.94 -1.55 -1.88 0.081
H -1.27 -3.00 -1.50 0.091
H -2.92 -2.12 -1.91 0.087
H -2.13 -3.45 -3.13 0.090
H -1.29 4.08 -2.67 0.145
H -2.40 2.56 -2.62 0.137
H -2.13 6.17 -1.29 0.082
H -3.53 5.92 0.07 0.101
H -1.68 5.68 0.48 0.088
H -4.04 3.85 0.55 0.056
H -1.54 1.39 0.26 0.115
H -0.55 2.91 0.79 0.139
H 1.47 0.77 -0.31 0.084
H 1.51 3.04 1.51 0.059
H 2.70 1.57 1.56 0.099
H 1.09 1.57 2.71 0.062
O 5.02 -1.66 1.90 0.064
C 4.41 -2.63 2.32 -0.502
O 4.78 -3.89 1.96 -0.006
C 4.21 -5.09 2.50 -0.225
C 2.91 -5.44 1.81 -0.065
C 3.18 -2.46 3.17 -0.009
H 4.11 -5.03 3.59 0.116
H 4.94 -5.89 2.31 0.125
H 2.15 -4.67 1.95 0.064
H 2.51 -6.39 2.20 0.084
H 3.06 -5.54 0.73 0.086
H 2.34 -2.19 2.52 -0.005
H 3.36 -1.64 3.88 0.101
H 2.92 -3.33 3.77 0.072
O -0.35 -0.76 5.23 0.034
C -1.52 -0.54 5.51 -0.507
O -1.95 -0.67 6.79 -0.002
C -3.26 -0.30 7.26 -0.225
C -4.27 -1.40 6.96 -0.068
C -2.52 -0.20 4.45 -0.026
H -3.56 0.67 6.86 0.113
H -3.18 -0.18 8.34 0.125
H -4.37 -1.58 5.89 0.067
H -5.26 -1.13 7.36 0.088
H -3.96 -2.34 7.41 0.082
H -2.82 -1.12 3.93 0.096
H -2.05 0.48 3.73 0.048
H -3.41 0.31 4.81 0.069
O -6.23 -4.12 5.80 0.074
C -6.33 -4.99 6.66 -0.501
O -5.58 -4.92 7.79 -0.017
C -5.72 -5.80 8.92 -0.226
C -4.98 -7.11 8.69 -0.068
C -7.21 -6.18 6.45 0.005
H -6.77 -5.95 9.17 0.116
H -5.27 -5.28 9.77 0.124
H -5.38 -7.65 7.82 0.067
H -5.05 -7.75 9.56 0.084
H -3.92 -6.91 8.47 0.086
H -6.70 -6.89 5.79 0.100
H -8.14 -5.85 5.97 0.097
H -7.51 -6.69 7.37 0.068
O 2.27 -5.26 -3.51 0.074
C 2.60 -4.82 -4.61 -0.511
O 1.67 -4.32 -5.45 -0.025
C 1.96 -3.64 -6.69 -0.232
C 2.22 -4.63 -7.80 -0.065
C 4.03 -4.89 -5.06 0.008
H 2.78 -2.92 -6.56 0.115
H 1.07 -3.05 -6.94 0.122
H 3.09 -5.26 -7.59 0.069
H 2.40 -4.11 -8.75 0.085
H 1.36 -5.30 -7.92 0.088
H 4.24 -5.90 -5.41 0.102
H 4.67 -4.65 -4.21 0.098
H 4.28 -4.17 -5.84 0.068
O -2.19 3.81 -5.28 0.068
C -3.16 4.55 -5.11 -0.491
O -3.48 5.48 -6.04 0.004
C -4.66 6.30 -6.01 -0.219
C -4.48 7.50 -5.10 -0.064
C -3.95 4.50 -3.83 0.006
H -5.54 5.70 -5.75 0.118
H -4.82 6.65 -7.04 0.129
H -4.29 7.19 -4.07 0.063
H -5.37 8.13 -5.11 0.088
H -3.61 8.08 -5.42 0.088
H -3.40 5.03 -3.05 0.066
H -4.07 3.45 -3.54 0.092
H -4.95 4.91 -3.92 0.081
```

Values from the calculation:
DFT total energy in eV: -74350.330
Net charge: +1

[2]
This record from OMol25 describes a cluster of 7 separate species, C40H83Cl4N5O4 in total. The level of theory is wB97M-V/def2-TZVPD.

```
136
Properties=species:S:1:pos:R:3:lowdin_charge:R:1
C -1.07 3.34 -4.08 -0.027
C -0.50 2.19 -4.94 -0.480
C 0.52 1.41 -4.02 -0.005
C -1.65 1.23 -5.33 -0.145
C -1.21 0.26 -6.32 -0.216
C -0.65 0.98 -7.50 -0.122
C 0.52 1.92 -7.12 -0.542
C 1.82 1.01 -6.83 -0.016
C 0.91 2.78 -8.30 -0.040
N 0.13 2.76 -6.09 -0.121
O 1.14 3.66 -5.72 0.001
H -1.50 3.00 -3.14 0.059
H -0.35 4.08 -3.78 0.081
H -1.83 3.86 -4.66 0.086
H -0.02 1.23 -3.11 0.053
H 0.74 0.46 -4.48 0.051
H 1.48 1.88 -3.87 0.078
H -1.96 0.72 -4.41 0.109
H -2.43 1.86 -5.76 0.131
H -0.43 -0.39 -5.94 0.094
H -2.06 -0.36 -6.61 0.124
H -1.40 1.60 -7.94 0.120
H -0.32 0.37 -8.31 0.112
H 1.69 0.08 -6.24 0.068
H 2.67 1.57 -6.46 0.068
H 2.12 0.64 -7.86 0.098
H 0.92 2.14 -9.18 0.082
H 1.86 3.27 -8.14 0.084
H 0.10 3.51 -8.45 0.102
H 1.91 3.16 -5.42 0.076
C 6.57 0.44 -0.01 -0.032
C 5.09 0.27 0.35 -0.534
C 4.47 1.57 -0.07 -0.043
C 4.49 -0.97 -0.29 -0.120
C 3.14 -1.27 0.38 -0.173
C 3.32 -1.49 1.86 -0.148
C 3.93 -0.29 2.56 -0.523
C 2.95 0.87 2.89 -0.025
C 4.44 -0.72 3.96 -0.033
N 5.11 0.00 1.81 -0.077
O 5.61 1.17 2.44 -0.043
H 7.08 -0.47 0.26 0.082
H 6.51 0.51 -1.09 0.089
H 7.02 1.27 0.53 0.081
H 4.89 2.44 0.45 0.084
H 4.62 1.74 -1.14 0.091
H 3.40 1.66 0.18 0.042
H 4.28 -0.76 -1.34 0.118
H 5.18 -1.86 -0.24 0.139
H 2.57 -0.32 0.30 0.076
H 2.62 -2.08 -0.13 0.111
H 3.99 -2.31 2.07 0.117
H 2.35 -1.67 2.35 0.100
H 2.41 1.39 2.08 0.049
H 3.50 1.68 3.40 0.070
H 2.22 0.56 3.65 0.091
H 5.20 -1.48 3.92 0.081
H 3.57 -1.04 4.58 0.091
H 4.90 0.07 4.54 0.076
H 6.54 1.00 2.50 0.096
C -5.91 0.64 0.49 -0.014
C -4.86 0.93 -0.58 -0.523
C -4.04 -0.30 -0.80 -0.051
C -5.44 1.41 -1.89 -0.139
C -5.97 2.81 -1.84 -0.153
C -4.84 3.77 -1.38 -0.121
C -4.19 3.36 -0.08 -0.575
C -3.05 4.22 0.06 -0.060
C -5.13 3.61 1.14 -0.012
N -3.82 1.94 -0.21 -0.040
O -3.32 1.64 1.09 -0.095
H -6.09 -0.41 0.48 0.074
H -5.55 0.71 1.52 0.081
H -6.85 1.18 0.31 0.090
H -3.47 -0.62 0.05 0.070
H -4.66 -1.16 -1.11 0.105
H -3.38 -0.06 -1.64 0.074
H -4.54 1.39 -2.55 0.127
H -6.08 0.66 -2.30 0.123
H -6.38 3.11 -2.81 0.118
H -6.79 2.82 -1.15 0.093
H -5.26 4.78 -1.23 0.134
H -4.02 3.78 -2.11 0.121
H -3.41 5.26 0.10 0.104
H -2.37 4.20 -0.77 0.076
H -2.54 4.03 1.04 0.112
H -5.41 4.67 1.16 0.090
H -4.59 3.43 2.08 0.087
H -6.07 3.02 1.14 0.079
H -4.05 1.46 1.71 0.076
C -1.68 -3.19 3.30 -0.023
C -0.56 -4.21 3.69 -0.552
C -0.77 -5.44 2.88 -0.044
C 0.78 -3.51 3.42 -0.147
C 1.90 -4.33 4.02 -0.178
C 1.67 -4.42 5.49 -0.172
C 0.38 -5.07 5.87 -0.536
C 0.51 -6.60 5.73 -0.028
C 0.15 -4.78 7.36 -0.032
N -0.68 -4.44 5.10 -0.092
O -1.85 -5.20 5.30 -0.036
H -1.46 -2.73 2.32 0.077
H -1.63 -2.42 4.05 0.082
H -2.65 -3.68 3.20 0.079
H -1.64 -6.04 3.18 0.095
H 0.08 -6.16 2.87 0.080
H -0.90 -5.24 1.80 0.080
H 0.84 -3.47 2.33 0.119
H 0.68 -2.51 3.86 0.125
H 2.85 -3.82 3.78 0.110
H 1.89 -5.36 3.61 0.118
H 1.63 -3.40 5.92 0.130
H 2.53 -4.89 5.98 0.132
H 1.14 -7.07 6.50 0.094
H -0.48 -7.06 5.85 0.089
H 0.92 -6.98 4.82 0.054
H 1.05 -5.08 7.88 0.084
H -0.11 -3.75 7.55 0.084
H -0.64 -5.45 7.71 0.080
H -2.52 -4.52 5.48 0.118
Cl -0.84 -4.22 -1.44 0.501
C -1.01 -2.53 -1.98 -1.002
Cl -1.85 -2.42 -3.56 0.501
H -1.56 -1.96 -1.22 -0.022
H -0.06 -2.12 -2.17 -0.013
Cl -0.35 -0.01 0.33 0.626
C -0.73 1.57 -0.27 -1.070
Cl 0.62 2.68 -0.36 0.593
H -1.32 1.31 -1.14 0.014
H -1.48 1.93 0.40 -0.030
C 2.54 4.30 2.51 -0.084
C 2.93 4.48 3.88 -0.302
N 3.30 4.70 4.94 0.134
H 3.31 3.72 2.00 0.066
H 2.36 5.28 2.08 0.087
H 1.63 3.70 2.46 0.065
```

Values from the calculation:
SMILES: CC1(C)CCCC(C)(C)N1O.CC1(C)CCCC(C)(C)N1O.CC1(C)CCCC(C)(C)N1O.CC1(C)CCCC(C)(C)N1O.ClCCl.ClCCl.CC#N
DFT total energy in eV: -108550.638

[3]
This record from OMol25 describes a cluster of 14 separate species, C40H86BCl26INO6P2 in total. The level of theory is wB97M-V/def2-TZVPD.

```
163
Properties=species:S:1:pos:R:3:lowdin_charge:R:1
C -1.61 1.99 -3.21 -0.124
O -1.13 1.49 -1.98 -0.176
C -0.24 2.44 -1.39 -0.246
C -0.32 2.47 0.12 -0.164
C 0.69 1.56 0.84 -0.198
C 0.16 0.25 1.42 -0.206
C 0.85 -0.04 2.76 -0.210
C 2.28 -0.57 2.58 -0.220
C 2.51 -1.96 3.11 -0.230
C 3.83 -2.52 2.57 -0.286
C 4.23 -3.82 3.19 -0.306
P 5.48 -4.86 2.21 0.523
O 6.72 -4.80 3.50 -0.376
C 7.86 -4.22 3.00 -0.566
P 8.45 -3.32 4.54 0.622
O 8.23 -4.44 5.67 -0.409
I 10.97 -3.18 4.36 0.234
C 7.58 -3.33 1.78 -0.425
C 8.01 -1.89 1.92 -0.266
N 7.13 -1.08 2.77 0.022
B 8.32 -3.84 0.46 -0.628
O 9.63 -4.31 0.47 0.149
O 7.69 -3.75 -0.74 0.035
C 7.31 -5.01 -1.30 -0.061
O 6.21 -3.46 1.51 -0.268
H -2.55 2.51 -3.05 0.085
H -0.90 2.68 -3.65 0.078
H -1.77 1.20 -3.92 0.067
H 0.77 2.23 -1.72 0.121
H -0.53 3.42 -1.77 0.103
H -1.33 2.22 0.40 0.109
H -0.12 3.49 0.42 0.101
H 1.18 2.12 1.62 0.099
H 1.46 1.32 0.12 0.103
H -0.91 0.27 1.54 0.102
H 0.43 -0.54 0.73 0.109
H 0.25 -0.69 3.37 0.102
H 0.91 0.92 3.26 0.092
H 2.49 -0.62 1.51 0.102
H 3.03 0.09 3.00 0.111
H 2.56 -1.95 4.20 0.114
H 1.74 -2.61 2.76 0.106
H 4.58 -1.78 2.77 0.077
H 3.70 -2.62 1.50 0.104
H 3.34 -4.44 3.26 0.062
H 4.63 -3.67 4.19 0.074
H 4.57 -4.99 1.08 -0.005
H 4.87 -6.06 2.77 -0.024
H 6.41 -5.76 1.51 0.006
H 8.63 -4.95 2.75 0.065
H 8.08 -5.32 5.27 -0.011
H 9.00 -1.88 2.36 0.017
H 8.08 -1.43 0.93 0.122
H 6.34 -0.78 2.22 0.062
H 7.64 -0.23 2.96 -0.027
H 10.19 -3.70 -0.02 0.108
H 7.01 -5.71 -0.53 0.068
H 8.14 -5.42 -1.87 0.073
H 6.45 -4.85 -1.94 0.085
Cl -4.56 0.35 -5.53 0.537
C -5.37 -0.92 -4.56 -0.732
C -4.43 -1.66 -3.65 -0.650
Cl -3.27 -2.67 -4.55 0.541
H -5.84 -1.60 -5.26 -0.010
H -6.13 -0.43 -3.97 0.041
H -5.02 -2.33 -3.03 0.065
H -3.86 -0.99 -3.01 0.071
Cl -8.01 -2.43 -4.62 0.630
C -9.37 -2.66 -3.49 -0.650
C -9.58 -1.44 -2.64 -0.705
Cl -8.22 -1.18 -1.49 0.544
H -9.15 -3.53 -2.88 0.073
H -10.26 -2.85 -4.07 0.041
H -10.48 -1.56 -2.04 0.041
H -9.68 -0.54 -3.23 0.017
Cl 11.03 -0.03 2.05 0.552
C 11.14 1.67 2.56 -0.652
C 10.01 2.05 3.48 -0.629
Cl 8.43 2.04 2.65 0.586
H 11.14 2.28 1.66 0.064
H 12.09 1.80 3.07 0.072
H 10.17 3.06 3.85 0.060
H 9.94 1.37 4.33 0.077
Cl 7.68 4.94 5.37 0.545
C 6.93 6.17 4.33 -0.656
C 7.38 6.02 2.90 -0.665
Cl 9.10 6.45 2.69 0.554
H 7.17 7.15 4.73 0.041
H 5.85 6.02 4.38 0.076
H 6.81 6.70 2.26 -0.025
H 7.24 5.01 2.54 0.044
Cl -13.16 -2.71 -2.58 0.566
C -13.87 -1.13 -3.03 -0.712
C -13.58 -0.77 -4.46 -0.635
Cl -11.85 -0.41 -4.71 0.612
H -13.50 -0.38 -2.34 -0.040
H -14.95 -1.22 -2.88 -0.033
H -14.14 0.13 -4.73 0.073
H -13.86 -1.57 -5.14 0.071
Cl 7.26 -6.17 -5.02 0.542
C 8.62 -5.03 -5.17 -0.668
C 8.21 -3.63 -4.82 -0.658
Cl 7.09 -2.93 -6.02 0.529
H 9.00 -5.10 -6.19 0.063
H 9.39 -5.37 -4.48 0.070
H 9.10 -2.99 -4.80 0.073
H 7.73 -3.58 -3.84 0.055
Cl -2.73 -5.05 0.26 0.541
C -2.29 -5.43 -1.42 -0.667
C -3.46 -6.03 -2.15 -0.685
Cl -3.88 -7.66 -1.55 0.528
H -1.43 -6.10 -1.41 0.073
H -2.01 -4.50 -1.90 0.062
H -3.22 -6.13 -3.21 0.068
H -4.34 -5.40 -2.05 0.059
Cl 5.28 5.65 -0.31 0.566
C 4.21 7.06 -0.50 -0.660
C 4.97 8.36 -0.44 -0.647
Cl 5.61 8.66 1.20 0.579
H 3.45 7.00 0.27 0.069
H 3.73 6.97 -1.48 0.073
H 4.30 9.19 -0.68 0.072
H 5.80 8.37 -1.13 0.069
Cl 9.85 12.56 3.02 0.527
C 10.76 11.03 2.98 -0.664
C 9.86 9.82 3.01 -0.689
Cl 9.04 9.64 4.58 0.543
H 11.45 11.03 3.82 0.066
H 11.34 11.03 2.06 0.071
H 10.45 8.92 2.86 0.035
H 9.11 9.87 2.24 0.063
Cl -16.82 3.31 -1.68 0.560
C -15.72 3.03 -0.31 -0.647
C -14.27 3.14 -0.71 -0.624
Cl -13.79 1.81 -1.79 0.631
H -15.95 2.05 0.10 0.024
H -15.94 3.79 0.44 0.077
H -13.64 3.08 0.17 0.078
H -14.06 4.08 -1.22 0.071
Cl -17.16 -1.99 -3.15 0.607
C -18.42 -2.12 -1.89 -0.637
C -18.51 -0.86 -1.07 -0.648
Cl -17.05 -0.62 -0.07 0.566
H -18.18 -2.98 -1.27 0.071
H -19.36 -2.30 -2.40 0.074
H -19.36 -0.92 -0.40 0.074
H -18.62 0.02 -1.70 0.065
Cl -16.31 6.37 -5.29 0.540
C -17.60 6.10 -4.09 -0.676
C -17.80 7.29 -3.19 -0.663
Cl -16.42 7.55 -2.10 0.528
H -17.34 5.22 -3.51 -0.002
H -18.51 5.91 -4.65 0.073
H -18.68 7.13 -2.57 0.072
H -17.95 8.20 -3.77 0.066
Cl 11.39 -9.54 3.56 0.515
C 11.47 -7.80 3.96 -0.659
C 10.37 -7.37 4.89 -0.647
Cl 8.77 -7.42 4.09 0.633
H 11.45 -7.24 3.03 0.069
H 12.43 -7.63 4.45 0.071
H 10.54 -6.34 5.20 0.029
H 10.32 -8.00 5.77 0.069
```

Values from the calculation:
DFT total energy in eV: -409593.118
Net charge: -1

- What is the DFT total energy in the second record?
  -108550.638 eV

- Which formula does entry 2 have?
  C40H83Cl4N5O4

- What is the formula in the third record?
  C40H86BCl26INO6P2